15
Properties=species:S:1:pos:R:3 method="wB97M-V/def2-TZVPD" energy_ev=-6249.0061 homo_ev=-7.649 spin_multiplicity=1 charge=0 relative_energy_ev=4.422 lumo_energy_ev=0.866
C 1.0810 0.2886 -2.6237
C -0.7405 -1.1672 1.7722
C 0.1942 0.2463 0.0611
N -0.9720 1.0500 1.9410
N -0.5169 0.1074 1.1773
H 0.0528 0.0505 -2.6685
H 1.2740 1.0640 -3.2500
H 1.2871 -0.5521 -3.5051
H -1.1629 -1.1382 2.6995
H -1.4846 -1.6084 1.2417
H 0.2427 -1.6590 1.6452
H 0.5378 1.2519 -0.2306
H 0.4108 -0.6648 -0.3839
H 1.8385 0.1160 -1.7600
H -0.7954 1.9425 1.5951